42
Properties=species:S:1:pos:R:3:forces:R:3 method="wB97M-V/def2-TZVPD" charge=-1 multiplicity=1 e_above_lowest_ev=0.978 homo_lumo_gap_ev=6.58 e_tot_ha=-1962.6090 homo_ha=-0.19650
Y 0.0969 0.4703 -0.1113 0.06 -1.88 -0.85
O -1.4448 -1.2418 -1.2340 0.07 -0.10 -0.02
C -0.9466 -2.5526 -1.5137 -0.23 0.15 0.07
C 0.4396 -2.3970 -2.0858 0.17 0.09 0.08
N 1.2624 -1.4738 -1.2877 0.35 -0.08 -0.06
C 2.0856 -0.6368 -2.1960 -0.14 -0.12 0.14
C 1.1426 0.3106 -2.9602 -0.22 0.08 0.33
O 1.1638 0.3430 -4.1729 -0.01 0.12 -0.03
O 0.3571 0.9653 -2.1557 0.57 -0.03 -1.40
C 2.0798 -2.1371 -0.2587 -0.09 0.13 -0.20
C 2.5733 -1.1272 0.7884 -0.29 0.17 0.12
O 3.6866 -1.2338 1.2547 -0.02 0.00 0.06
O 1.6735 -0.2317 1.0965 1.62 -0.63 0.53
H -2.4075 -1.1968 -1.2559 0.13 0.02 0.07
H -1.5820 -3.0556 -2.2409 -0.07 -0.06 -0.05
H -0.9368 -3.1545 -0.6026 0.00 -0.05 0.18
H 0.3455 -1.9890 -3.0894 0.02 0.05 -0.09
H 0.9163 -3.3791 -2.1674 0.03 -0.05 -0.05
H 2.6603 -1.2437 -2.8939 0.10 -0.11 -0.08
H 2.7802 -0.0402 -1.5987 0.02 -0.02 0.04
H 2.9403 -2.6577 -0.6807 0.06 -0.10 -0.10
H 1.4568 -2.8590 0.2751 -0.03 -0.06 -0.02
O 1.8308 7.3906 0.7183 -0.49 -0.06 0.25
C 0.7146 6.9343 0.3833 0.46 0.53 -1.02
O -0.3196 7.5035 -0.0206 0.19 -0.12 0.52
C 0.6738 5.4011 0.2820 -0.10 -0.34 0.32
C 1.8368 4.6506 0.4259 0.02 0.05 0.00
C 1.7762 3.2739 0.3580 -0.33 0.08 -0.07
N 0.6154 2.6276 0.1857 -0.12 1.40 0.28
C -0.5253 3.3473 0.0555 0.09 -0.13 0.05
C -0.5248 4.7235 0.0754 -0.03 0.09 -0.04
C -1.8394 2.5587 -0.0383 0.08 -0.15 0.35
O -2.8566 3.1074 -0.3822 -0.10 0.03 -0.02
O -1.7366 1.2890 0.3270 -1.60 1.40 -0.04
H 2.7663 5.1735 0.6035 -0.01 0.02 0.00
H 2.6566 2.6539 0.4756 0.03 -0.05 -0.03
H -1.4450 5.2781 -0.0465 0.04 0.00 0.01
I -1.1509 -1.6512 2.0384 -0.27 -0.26 0.28
C -0.9419 -0.3484 3.7101 0.01 -0.06 0.00
I -0.2157 1.5829 3.3028 0.04 0.08 0.25
H -0.2536 -0.8383 4.3801 0.03 -0.04 0.12
H -1.9322 -0.2604 4.1279 -0.07 0.00 0.11

39
Properties=species:S:1:pos:R:3:forces:R:3 method="wB97M-V/def2-TZVPD" charge=-1 multiplicity=3 homo_lumo_gap_ev="5.99 / 6.25" e_tot_ha=-11948.8606 homo_ha="-0.17980 / -0.17959"
V -3.1489 0.9250 1.0570 0.02 0.38 -0.10
N -1.3478 2.9598 2.7552 0.67 0.18 0.02
C -2.0941 2.1861 2.3340 -0.37 -0.15 -0.04
H -0.3472 3.4565 2.2692 0.05 -0.18 -0.09
S -5.5137 -1.3812 2.9160 0.02 0.41 -0.21
C -5.3251 0.0120 2.1005 -0.26 -0.60 0.35
N -5.1448 1.0159 1.4983 0.47 -0.15 0.01
Se -0.3760 4.6803 -2.6990 0.02 0.04 -0.24
Sb -0.9659 4.3726 -0.4299 -0.15 0.01 0.17
Se -2.5423 1.9459 -0.8705 0.22 0.09 0.00
Se 0.9926 3.6963 0.9282 -0.51 -0.10 0.33
Se -2.5134 5.6588 0.8471 0.05 0.03 -0.18
C 2.4483 -2.0915 -3.1791 -0.02 -0.01 -0.02
C 3.0448 -1.4808 -1.9197 0.02 0.01 0.00
N 2.0271 -1.0602 -0.9575 -0.10 -0.02 0.06
C 1.8609 0.3877 -0.7786 0.09 -0.05 0.09
C 1.2880 1.0804 -1.9975 -0.03 0.00 -0.02
C 1.4439 -2.0414 -0.2391 -0.02 0.07 -0.29
O 1.7789 -3.2180 -0.3497 -0.01 0.00 0.09
C 0.3251 -1.7264 0.7223 0.14 -0.01 0.04
C 0.2631 -2.5100 1.8661 -0.14 0.05 0.00
C -0.7666 -2.3041 2.7653 0.10 -0.01 0.11
C -1.7035 -1.3306 2.4939 -0.34 0.18 -0.15
N -1.6934 -0.6062 1.3623 0.23 -0.26 0.03
C -0.6823 -0.8045 0.4959 -0.15 0.02 0.01
H 3.2410 -2.3645 -3.8782 0.00 0.00 0.01
H 1.7818 -1.3840 -3.6732 0.01 0.00 0.00
H 1.8839 -2.9898 -2.9325 0.01 0.01 0.01
H 3.6293 -0.5938 -2.1647 0.00 0.00 -0.01
H 3.7059 -2.1985 -1.4326 0.00 -0.02 0.00
H 2.8488 0.8001 -0.5546 0.00 0.01 0.02
H 1.2541 0.5870 0.1000 0.03 0.03 0.00
H 1.9064 0.9082 -2.8807 -0.02 -0.01 0.00
H 1.2495 2.1528 -1.8223 -0.02 0.09 -0.01
H 0.2714 0.7493 -2.2163 -0.02 -0.04 -0.03
H 1.0118 -3.2761 2.0147 0.01 0.02 0.01
H -0.8467 -2.8853 3.6725 -0.01 0.02 0.02
H -2.5219 -1.1283 3.1746 0.00 -0.06 0.03
H -0.7228 -0.1998 -0.3973 0.01 0.01 -0.05

52
Properties=species:S:1:pos:R:3:forces:R:3 method="wB97M-V/def2-TZVPD" charge=0 multiplicity=4 e_above_lowest_ev=0.000 homo_lumo_gap_ev="7.08 / 7.01" e_tot_ha=-10075.7173 homo_ha="-0.27588 / -0.27770"
Cr -0.1628 -0.0746 0.1769 -0.94 -0.44 -1.17
Cl 0.3783 -0.8008 2.6150 -0.40 -0.41 0.85
C 1.9074 -0.3023 1.9667 0.22 0.34 -0.73
C 1.8043 0.1132 0.6408 1.10 0.03 0.71
C 3.0011 0.5564 0.0813 -0.36 -0.12 0.06
Cl 2.9994 1.0655 -1.5626 0.16 0.20 -0.19
C 4.1987 0.5752 0.7953 0.05 -0.01 0.06
Cl 5.6406 1.1550 0.0633 0.06 0.01 -0.03
C 4.2395 0.1134 2.1125 -0.23 -0.12 0.01
Cl 5.7157 0.0815 2.9819 0.08 0.02 0.07
C 3.0669 -0.3460 2.7171 0.23 -0.02 0.06
Cl 3.0759 -0.9802 4.3184 -0.06 0.08 -0.06
C -0.5734 2.2682 2.3855 -0.01 -0.03 -0.01
C -0.4014 2.8155 1.0079 -0.02 -0.25 0.02
C -0.3945 4.2118 0.8517 0.07 0.28 -0.38
C -0.3208 4.7600 -0.3964 -0.07 -0.41 0.22
C -0.2777 3.9002 -1.5116 0.02 -0.33 0.18
C -0.3008 4.3946 -2.8276 0.01 -0.04 -0.25
C -0.2872 3.5298 -3.8931 -0.01 0.54 0.24
C -0.2290 2.1558 -3.6778 0.05 -0.25 0.60
C -0.2000 1.6346 -2.3947 -0.07 -0.07 -0.24
S -0.1658 -0.0768 -2.1497 0.01 -0.59 0.40
C -0.2395 2.4976 -1.2726 0.05 0.73 -0.87
N -0.2773 1.9770 -0.0137 -0.24 0.57 0.53
H -1.0254 3.0230 3.0213 -0.05 0.03 0.09
H 0.3954 2.0102 2.8131 0.02 -0.11 0.06
H -1.2228 1.3935 2.3742 0.04 0.03 0.05
H -0.4541 4.8315 1.7334 -0.04 0.02 0.05
H -0.3304 5.8287 -0.5480 0.02 0.13 0.01
H -0.3490 5.4658 -2.9625 0.01 0.05 -0.10
H -0.3305 3.9143 -4.9003 0.03 0.03 -0.11
H -0.2150 1.4719 -4.5100 0.00 -0.11 -0.13
C 1.9267 -2.8476 -0.2706 0.00 0.05 -0.04
C 0.4837 -3.1781 -0.0829 0.06 0.21 -0.01
C 0.0909 -4.5298 -0.0891 -0.35 -0.19 0.02
C -1.2287 -4.8768 -0.0103 0.29 0.22 -0.01
C -2.1948 -3.8561 0.0623 0.04 0.32 0.06
C -3.5886 -4.0569 0.0627 -0.49 -0.01 0.01
Br -4.2972 -5.8206 -0.0500 0.05 0.12 0.02
C -4.4662 -2.9995 0.1229 0.24 -0.67 -0.02
C -3.9847 -1.7030 0.2161 0.63 0.71 -0.01
Br -5.2010 -0.2545 0.2625 0.08 -0.11 0.04
C -2.6144 -1.4119 0.2429 -0.78 -0.98 -0.08
O -2.1264 -0.2346 0.3377 0.58 1.16 0.33
C -1.7158 -2.5232 0.1326 -0.91 -0.28 0.03
N -0.3995 -2.2010 0.0691 0.58 -0.28 -0.27
H 2.4411 -3.6933 -0.7141 0.09 -0.07 -0.06
H 2.4007 -2.6220 0.6820 0.09 0.03 0.10
H 2.0309 -1.9806 -0.9180 0.06 0.05 -0.05
H 0.8473 -5.2956 -0.1743 0.08 0.02 -0.01
H -1.5396 -5.9105 -0.0173 0.00 -0.06 -0.04
H -5.5316 -3.1697 0.0986 -0.05 -0.04 0.00

38
Properties=species:S:1:pos:R:3:forces:R:3 method="wB97M-V/def2-TZVPD" charge=+1 multiplicity=1 e_above_lowest_ev=4.442 homo_lumo_gap_ev=8.38 e_tot_ha=-766.1129 homo_ha=-0.40637
N -1.6270 0.6795 0.1075 1.58 2.70 2.13
C -1.1990 -0.5037 -0.6432 -1.91 -1.53 -1.32
C 0.2840 -0.7075 -0.7861 0.89 -1.13 2.13
N 0.7580 -1.7234 0.2326 0.65 2.10 1.07
C 1.7096 -1.0665 1.2314 -2.17 -0.76 -0.93
C 1.2725 -3.0207 -0.0322 1.49 -2.25 -0.31
C 0.2698 -4.0136 -0.8547 4.19 2.07 -0.31
O -0.8078 -3.2654 -1.2391 -4.18 -2.14 -2.16
H -2.4221 0.4757 0.7491 0.83 0.34 -0.77
H -1.8411 1.5678 -0.4765 0.06 -1.29 0.43
H -0.7547 1.0696 0.7281 -2.54 -1.05 -1.99
H -1.5759 -0.5376 -1.6944 -0.39 0.69 0.94
H -1.7658 -1.3011 -0.1153 1.20 -0.08 -0.64
H 0.4945 -0.8972 -1.8260 0.34 -0.61 -0.28
H 0.8077 0.2069 -0.4932 -0.29 -0.07 -0.42
H 1.0857 -0.9210 2.1439 1.40 0.05 -0.28
H 2.6537 -1.5600 1.2642 0.29 -1.56 1.09
H 2.1547 -0.2078 0.8066 -0.50 1.95 -0.24
H 1.4550 -3.5725 1.0306 -0.19 1.44 -2.51
H 2.3432 -2.8993 -0.5731 -2.03 -0.79 0.96
H 0.8950 -4.3698 -1.7506 -1.10 -0.13 1.32
H -0.0301 -4.7267 -0.1508 -0.17 -1.68 0.63
H -1.5044 -3.9987 -1.5833 2.16 2.91 1.04
H 0.9802 1.5079 3.6047 -0.02 -0.47 0.24
H -0.2193 1.5726 2.5331 0.72 0.21 1.09
O 0.5883 2.0020 2.8907 -0.23 0.27 -0.83
H -2.4100 2.7062 2.9666 0.98 -0.08 -1.37
H -1.1528 3.3509 2.3275 -0.28 -0.26 -0.08
O -1.8116 2.6524 2.1643 -1.20 0.45 1.34
H 0.9989 2.5350 -0.6212 -0.63 -0.56 1.39
H 0.9904 2.5578 1.0243 -0.57 -0.35 -1.35
O 0.4655 2.3179 0.2029 1.68 1.19 -0.01
H -1.2280 2.9747 -1.9069 0.31 0.28 -0.11
H -2.6029 3.4675 -1.2896 1.38 -2.04 -1.26
O -2.1152 2.6659 -1.7203 -1.69 1.94 1.34
H 1.9160 0.9230 -2.5061 0.96 -0.72 -1.00
H 1.4884 2.3217 -3.2158 0.94 1.49 -3.27
O 1.4565 1.7374 -2.5297 -1.95 -0.54 4.30

23
Properties=species:S:1:pos:R:3:forces:R:3 method="wB97M-V/def2-TZVPD" charge=0 multiplicity=2 e_above_lowest_ev=0.000 homo_lumo_gap_ev="3.84 / 11.97" e_tot_ha=-367.1113 homo_ha="-0.10587 / -0.41870"
C -0.8382 1.4114 -1.8208 0.61 0.42 0.10
C 0.0731 0.4356 -1.1026 0.01 -0.17 0.56
C 1.5422 0.7865 -1.3095 -0.14 0.08 -0.43
C 2.5710 0.0061 -0.5197 -0.01 -0.73 -0.20
N -0.2570 0.4300 0.3710 -0.06 -0.31 0.57
H -1.8824 1.1733 -1.7136 -0.41 -0.27 -0.21
H -0.5230 1.4465 -2.8684 -0.31 -0.04 -0.03
H -0.7214 2.4165 -1.4018 0.09 -0.12 -0.06
H -0.1214 -0.5877 -1.4171 0.07 -0.03 -0.19
H 1.7462 0.6617 -2.3776 -0.12 -0.11 -0.02
H 1.6716 1.8496 -1.1360 0.00 0.27 0.16
H 3.5320 0.0768 -1.0246 0.17 0.13 0.12
H 2.6712 0.3564 0.4979 0.07 0.14 0.28
H 2.3415 -1.0681 -0.4719 -0.06 0.21 -0.04
H 0.3819 -0.1652 0.9466 0.09 0.18 -0.25
H -0.2025 1.4001 0.7815 -0.04 0.05 0.08
H -1.2020 0.0528 0.6213 0.03 0.33 -0.35
H -0.0589 -3.0410 4.6767 -0.06 -0.09 -0.12
H -0.5052 -4.1259 3.6762 0.05 0.15 0.11
O 0.0400 -3.3357 3.7646 0.02 -0.05 -0.01
H -3.2722 0.0568 -0.1671 -0.27 0.05 0.11
H -3.8377 0.0747 1.2752 0.03 0.13 0.00
O -3.1487 -0.3112 0.7197 0.24 -0.22 -0.18

17
Properties=species:S:1:pos:R:3:forces:R:3 method="wB97M-V/def2-TZVPD" charge=0 multiplicity=1 e_above_lowest_ev=2.007 homo_lumo_gap_ev=10.58 e_tot_ha=-251.7888 homo_ha=-0.34594
C 1.5480 0.7076 -0.0256 0.48 -0.06 1.26
C 0.9789 0.0496 0.9916 0.93 0.09 -0.39
C 0.9957 -1.4396 1.1268 -0.07 -0.04 -0.18
H 1.6532 1.7838 0.0022 -0.25 0.09 -0.12
H 2.1732 0.1978 -0.7458 -0.32 -0.19 -0.32
H 0.6063 0.5926 1.8529 -0.30 0.18 -0.15
H -0.0058 -1.8255 1.3204 0.01 -0.06 0.02
H 1.3672 -1.9059 0.2126 -0.02 -0.01 0.05
H 1.6441 -1.7424 1.9531 -0.07 0.01 0.02
C -1.7952 0.4115 0.3753 -0.80 0.27 -0.54
N -1.7031 -0.2280 -0.7082 -0.11 -0.54 1.14
C -1.0655 0.3787 -1.8109 1.29 0.43 -0.40
H -2.2179 -0.0868 1.2374 -0.02 -0.09 0.23
H -1.6298 1.4950 0.4561 0.34 -0.14 0.00
H -1.5529 0.0583 -2.7336 0.43 -0.05 -0.04
H -1.0267 1.4771 -1.7752 -0.22 0.05 0.04
H 0.0303 0.0761 -1.7290 -1.30 0.05 -0.61

15
Properties=species:S:1:pos:R:3:forces:R:3 method="wB97M-V/def2-TZVPD" charge=-2 multiplicity=1 e_above_lowest_ev=1.034 homo_lumo_gap_ev=5.84 e_tot_ha=-797.1772 homo_ha=0.00874
C -0.7516 0.5652 -1.2381 -0.65 -2.35 -2.21
C -1.8122 0.5423 -0.1369 -0.62 0.56 0.12
S -3.5279 0.5058 -0.8527 0.14 0.21 0.17
N 0.5959 0.9790 -0.9154 1.31 1.64 2.49
C 1.5167 0.0158 -0.1445 -0.83 1.47 0.07
O 1.5679 -1.1858 -0.4780 -0.21 0.42 -0.09
O 2.1520 0.5914 0.7857 -0.25 -0.36 -0.59
H -0.6576 -0.5226 -1.6672 -0.06 1.70 0.96
H -1.2358 1.0562 -2.1598 0.99 0.09 1.35
H -1.6734 1.4361 0.5359 -0.13 -0.74 -0.53
H -1.7704 -0.3722 0.4582 0.50 0.19 0.17
H 0.6252 1.9156 -0.3016 -0.22 -2.87 -1.76
H 2.0533 -1.9856 1.4395 0.43 -0.43 -0.61
H 1.1662 -1.3407 2.3380 1.42 -2.30 0.56
O 1.7517 -2.2004 2.3369 -1.82 2.78 -0.09